Record 1
This record from the Open Molecules 2025 dataset describes a molecular structure, C31H28ClIrN6O10P2S4. The level of theory is ωB97M-V with the def2-TZVPD basis set.

Geometry (Å):
Ir  0.320  -0.986  0.603
N  -1.559  -4.554  1.935
C  -2.641  -3.506  1.798
C  -3.984  -4.052  2.224
P  -1.874  -2.305  3.047
O  -2.682  -1.007  3.112
O  -1.884  -3.167  4.270
O  -0.462  -2.125  2.457
P  -2.584  -3.005  0.037
O  -2.794  -4.527  -0.567
O  -3.708  -2.162  -0.447
O  -1.160  -2.616  -0.271
H  -1.442  -4.664  2.963
H  -0.701  -4.084  1.603
H  -1.747  -5.406  1.409
H  -3.966  -4.308  3.285
H  -4.267  -4.924  1.631
H  -4.734  -3.277  2.072
H  -1.618  0.520  3.570
H  -3.149  -4.424  -1.462
S  -0.985  1.708  3.779
C  -1.602  2.545  2.374
C  -1.467  3.930  2.340
C  -2.008  4.683  1.309
C  -1.800  6.093  1.271
N  -1.603  7.226  1.248
C  -2.769  4.042  0.312
C  -2.886  2.663  0.328
C  -2.241  1.885  1.296
S  -2.234  0.171  1.018
C  -3.394  4.807  -0.717
N  -3.896  5.420  -1.551
H  -0.915  4.425  3.128
H  -3.460  2.165  -0.441
Cl  4.575  4.509  -0.137
C  3.796  3.130  0.550
C  4.388  1.877  0.448
C  3.746  0.777  0.972
C  2.491  0.880  1.607
C  1.829  -0.268  2.170
C  1.941  2.177  1.725
C  2.578  3.282  1.204
H  5.345  1.775  -0.045
H  4.220  -0.194  0.909
H  1.168  -0.059  3.004
H  2.467  -1.130  2.339
H  1.000  2.293  2.240
H  2.139  4.267  1.296
O  3.886  -0.825  -4.404
S  3.883  -0.379  -3.040
O  3.939  1.039  -2.818
N  2.612  -1.029  -2.205
C  3.024  -1.857  -1.296
S  1.977  -2.724  -0.249
C  4.493  -2.057  -1.218
C  5.201  -2.898  -0.375
C  6.588  -2.885  -0.449
C  7.248  -2.057  -1.349
C  6.534  -1.223  -2.204
C  5.160  -1.241  -2.120
H  4.672  -3.537  0.318
H  7.162  -3.534  0.200
H  8.329  -2.065  -1.392
H  7.039  -0.583  -2.915
O  -5.884  -0.201  -1.355
C  -5.265  -0.109  -2.608
N  -3.841  0.096  -2.450
C  -3.117  1.038  -3.086
O  -3.540  1.736  -3.992
C  -1.733  1.217  -2.521
C  -1.140  2.471  -2.603
C  0.093  2.665  -2.008
C  0.670  1.622  -1.304
N  0.102  0.421  -1.207
C  -1.052  0.210  -1.850
H  -5.408  -0.878  -0.845
H  -5.690  0.742  -3.138
H  -5.441  -1.021  -3.196
H  -3.445  -0.465  -1.703
H  -1.656  3.264  -3.129
H  0.610  3.612  -2.076
H  1.629  1.744  -0.828
H  -1.420  -0.808  -1.830

Results
Spin multiplicity: 6
Frontier orbital gap (spin up / spin down) in eV: 6.329 / 6.638
Total energy in eV: -139302.2207
Charge: -1
<S²>: 8.795

Results of the Mulliken charge analysis, in e, for atoms 1 through 8: number 1, Ir, carries 2.01; number 2, N, carries -0.32; number 3, C, carries 1.12; number 4, C, carries -1.89; number 5, P, carries 0.78; number 6, O, carries -0.79; number 7, O, carries -0.84; number 8, O, carries -0.99

---

Record 2
This record from the Open Molecules 2025 dataset describes 8 unconnected molecules or ions with the total composition C40H59Br14ClN4O3 in a non-equilibrium geometry. The level of theory is ωB97M-V with the def2-TZVPD basis set.

Geometry (Å):
C  -1.663  9.070  0.027
O  -2.459  8.405  -0.970
C  -3.337  7.442  -0.334
C  -2.859  5.945  -0.611
C  -3.566  4.894  0.338
C  -2.530  3.939  1.115
C  -2.533  2.564  0.349
C  -1.477  1.509  0.938
C  -1.275  0.441  -0.206
N  -1.999  -0.704  -0.160
C  -1.695  -1.531  -1.237
C  -2.395  -2.870  -1.294
C  -3.357  -3.272  -0.160
C  -2.955  -4.417  0.712
C  -3.902  -4.736  1.827
N  -5.087  -4.121  2.118
C  -5.396  -3.073  1.293
C  -4.634  -2.583  0.149
C  -2.166  -3.808  -2.389
C  -2.847  -5.220  -2.452
C  -3.347  -5.557  -3.900
O  -3.990  -4.732  -4.473
Cl  -2.952  -7.186  -4.567
C  -1.222  -3.450  -3.505
C  -0.554  -2.165  -3.432
C  -0.747  -1.183  -2.305
N  -0.008  -0.005  -2.353
C  -0.279  0.774  -1.279
C  0.524  2.129  -1.172
C  1.813  1.784  -0.297
O  2.243  0.651  -0.436
N  2.405  2.729  0.625
C  3.232  3.653  -0.275
C  3.438  1.962  1.403
H  -0.896  8.328  0.410
H  -2.271  9.445  0.901
H  -1.184  9.970  -0.448
H  -4.359  7.626  -0.771
H  -3.422  7.621  0.777
H  -3.113  5.760  -1.697
H  -1.738  5.942  -0.530
H  -4.258  5.436  1.039
H  -4.229  4.247  -0.314
H  -2.940  3.864  2.167
H  -1.537  4.461  1.128
H  -2.180  2.768  -0.708
H  -3.554  2.108  0.385
H  -1.879  1.029  1.878
H  -0.507  1.998  1.233
H  -2.013  -4.973  0.529
H  -3.611  -5.579  2.501
H  -6.351  -2.522  1.524
H  -4.971  -1.707  -0.461
H  -3.717  -5.211  -1.743
H  -2.085  -5.957  -2.053
H  -0.993  -4.095  -4.383
H  0.161  -1.872  -4.248
H  -0.081  2.964  -0.737
H  0.816  2.402  -2.223
H  3.464  3.098  -1.231
H  4.143  3.918  0.318
H  2.571  4.552  -0.489
H  3.930  2.647  2.158
H  4.275  1.600  0.733
H  2.998  1.099  1.967
Br  -3.237  -9.397  3.713
C  -4.187  -9.271  2.017
C  -3.250  -8.937  0.885
Br  -2.740  -7.052  0.917
H  -4.976  -8.535  2.151
H  -4.635  -10.253  1.868
H  -3.742  -9.082  -0.076
H  -2.328  -9.517  0.906
Br  -5.964  -11.126  6.778
C  -5.022  -12.808  7.059
C  -3.875  -12.963  6.094
Br  -4.504  -13.434  4.312
H  -5.761  -13.602  6.976
H  -4.657  -12.762  8.084
H  -3.229  -13.787  6.395
H  -3.277  -12.059  5.990
Br  5.734  -1.514  2.188
C  4.660  -2.887  1.316
C  3.402  -2.306  0.723
Br  2.078  -1.925  2.098
H  4.467  -3.658  2.059
H  5.299  -3.294  0.533
H  2.923  -3.025  0.059
H  3.571  -1.376  0.182
Br  2.544  6.800  -0.240
C  4.327  7.511  0.090
C  4.999  7.923  -1.193
Br  5.630  6.374  -2.187
H  4.876  6.746  0.636
H  4.173  8.373  0.739
H  5.893  8.512  -0.985
H  4.348  8.484  -1.859
Br  10.025  6.946  -2.455
C  10.452  5.624  -1.090
C  9.274  4.728  -0.810
Br  7.933  5.639  0.267
H  10.794  6.171  -0.214
H  11.283  5.048  -1.500
H  9.579  3.866  -0.217
H  8.774  4.382  -1.713
Br  -8.423  -9.383  2.532
C  -8.215  -7.448  2.616
C  -8.273  -6.828  1.244
Br  -6.616  -7.120  0.265
H  -7.278  -7.252  3.134
H  -9.044  -7.098  3.230
H  -8.374  -5.745  1.317
H  -9.079  -7.222  0.628
Br  11.426  8.730  -6.855
C  10.536  10.390  -6.360
C  9.739  10.229  -5.091
Br  8.082  9.255  -5.410
H  9.928  10.690  -7.211
H  11.339  11.113  -6.219
H  9.429  11.200  -4.707
H  10.277  9.692  -4.312

Results
Spin multiplicity: 1
Frontier orbital gap in eV: 8.333
Total energy in eV: -1047653.0626
Charge: 0

Results of the Mulliken charge analysis, in e, for atoms 1 through 8: number 1, C, carries -0.59; number 2, O, carries -0.34; number 3, C, carries -0.71; number 4, C, carries -0.14; number 5, C, carries -0.72; number 6, C, carries -0.55; number 7, C, carries -0.80; number 8, C, carries -0.87

---

Record 3
This record from the Open Molecules 2025 dataset describes a single C2H3NOS molecule in a non-equilibrium geometry. The level of theory is ωB97M-V with the def2-TZVPD basis set.

Geometry (Å):
C  -0.244  -0.517  -0.253
C  -2.369  0.741  0.287
N  -1.387  0.227  -0.008
O  0.783  0.292  -0.755
S  2.203  0.405  0.120
H  -0.621  -1.238  -1.020
H  -0.137  -1.105  0.644
H  1.774  1.195  0.985

Results
Spin multiplicity: 1
Frontier orbital gap in eV: 10.296
Total energy in eV: -16492.5136
Charge: 0

In the Mulliken picture, each atom carries the following charge in e: number 1, C, carries -0.26; number 2, C, carries -0.21; number 3, N, carries 0.08; number 4, O, carries -0.33; number 5, S, carries -0.03; number 6, H, carries 0.25; number 7, H, carries 0.36; number 8, H, carries 0.14

---

Record 4
This record from the Open Molecules 2025 dataset describes a molecular structure, C31H45CrF3O19S in a non-equilibrium geometry. The level of theory is ωB97M-V with the def2-TZVPD basis set.

Geometry (Å):
Cr  2.018  11.441  19.375
C  2.570  15.290  18.407
C  2.405  13.855  18.694
O  3.285  12.954  18.622
O  1.269  13.357  19.017
H  1.785  15.823  18.950
H  2.433  15.424  17.334
H  3.465  15.761  18.807
C  0.010  9.569  15.954
F  -0.073  8.673  14.990
F  -0.738  10.601  15.651
F  -0.427  8.978  17.066
S  1.774  10.114  16.297
O  2.197  10.988  15.242
O  1.569  10.868  17.553
O  2.518  8.889  16.445
O  3.891  10.414  19.147
C  4.772  9.719  18.658
O  5.299  8.736  19.318
C  6.345  8.068  18.583
C  5.870  8.338  17.147
C  5.422  9.796  17.272
H  6.287  7.013  18.856
H  7.404  8.257  18.767
H  5.022  7.695  16.916
H  6.631  8.248  16.374
H  4.679  10.218  16.604
H  6.261  10.495  17.318
O  -2.325  13.055  17.630
C  -1.577  13.793  17.052
O  -1.486  15.095  17.418
C  -0.694  15.847  16.532
C  0.018  14.834  15.598
C  -0.832  13.563  15.778
H  0.040  16.476  17.039
H  -1.305  16.521  15.926
H  1.044  14.648  15.912
H  -0.028  15.226  14.584
H  -0.114  12.749  15.802
H  -1.541  13.340  14.983
O  -2.283  11.996  8.799
C  -2.082  11.818  9.959
O  -2.438  12.667  10.950
C  -2.900  11.918  12.058
C  -1.998  10.667  12.140
C  -1.651  10.569  10.631
H  -3.900  11.627  11.726
H  -2.868  12.389  13.038
H  -2.557  9.803  12.496
H  -1.104  10.787  12.750
H  -2.034  9.669  10.149
H  -0.572  10.504  10.445
O  2.009  12.668  9.342
C  2.201  12.521  10.502
O  1.198  12.617  11.391
C  1.551  12.591  12.756
C  3.072  12.911  12.672
C  3.466  12.313  11.321
H  1.436  11.600  13.189
H  1.066  13.316  13.405
H  3.616  12.440  13.493
H  3.270  13.977  12.771
H  3.856  11.302  11.394
H  4.187  12.952  10.804
O  -2.953  7.214  12.281
C  -2.017  6.555  11.901
O  -2.259  5.464  11.177
C  -1.041  4.754  10.867
C  0.093  5.769  11.153
C  -0.555  6.705  12.179
H  -0.986  4.409  9.838
H  -0.992  3.866  11.495
H  0.445  6.305  10.274
H  0.985  5.343  11.612
H  -0.129  7.703  12.082
H  -0.379  6.419  13.217
O  1.409  9.450  19.760
C  1.856  8.341  20.024
O  1.972  7.460  19.062
C  2.455  6.206  19.572
C  2.944  6.498  20.980
C  2.166  7.753  21.393
H  3.242  5.729  18.994
H  1.613  5.513  19.619
H  4.014  6.708  20.978
H  2.808  5.667  21.670
H  2.790  8.454  21.940
H  1.174  7.592  21.816
O  1.658  4.568  14.243
C  0.865  4.789  15.106
O  -0.490  4.590  14.976
C  -1.162  5.362  15.987
C  -0.130  5.434  17.090
C  1.183  5.539  16.389
H  -2.075  4.909  16.370
H  -1.489  6.332  15.599
H  -0.209  4.522  17.689
H  -0.453  6.236  17.765
H  1.999  5.122  16.965
H  1.348  6.553  16.011

Results
Spin multiplicity: 4
Frontier orbital gap (spin up / spin down) in eV: 4.513 / 6.016
Total energy in eV: -119182.7418
Charge: +1
<S²>: 3.867

Results of the Mulliken charge analysis, in e, for atoms 1 through 8: number 1, Cr, carries 0.49; number 2, C, carries -1.16; number 3, C, carries 1.34; number 4, O, carries -0.62; number 5, O, carries -0.66; number 6, H, carries 0.36; number 7, H, carries 0.22; number 8, H, carries 0.44

---

Record 5
This record from the Open Molecules 2025 dataset describes 5 unconnected molecules or ions with the total composition C30H26N4O11PS2 in a non-equilibrium geometry. The level of theory is ωB97M-V with the def2-TZVPD basis set.

Geometry (Å):
N  -0.713  -0.816  0.270
N  0.063  0.339  -0.169
C  0.197  1.393  0.820
C  1.545  1.350  1.530
C  1.828  -0.004  2.179
S  2.970  0.144  3.612
C  1.895  0.781  4.822
N  2.045  1.835  5.551
N  0.927  1.893  6.374
C  0.191  0.888  6.049
O  0.748  0.111  5.081
P  -1.218  1.512  2.002
S  -0.998  2.923  3.348
C  0.115  2.735  -0.016
O  -0.904  2.805  -0.740
O  1.049  3.534  0.099
H  -0.349  -1.129  1.161
H  -0.461  -1.561  -0.369
H  -0.443  0.719  -0.957
H  2.280  1.538  0.759
H  1.610  2.167  2.236
H  0.909  -0.387  2.610
H  2.255  -0.722  1.497
H  -0.766  0.623  6.443
H  -1.508  0.267  2.584
H  -2.301  1.845  1.187
C  4.992  -3.714  -0.084
C  6.111  -4.224  0.418
C  6.949  -3.447  1.365
O  7.976  -3.915  1.816
C  6.495  -2.087  1.727
C  5.376  -1.573  1.227
C  4.534  -2.348  0.284
O  3.510  -1.897  -0.181
H  4.362  -4.260  -0.776
H  6.464  -5.216  0.166
H  7.127  -1.541  2.414
H  5.035  -0.577  1.481
C  -7.698  0.409  0.893
C  -6.681  -0.066  1.606
C  -5.276  0.283  1.267
O  -4.348  -0.145  1.912
C  -5.052  1.180  0.103
C  -6.074  1.651  -0.608
C  -7.471  1.303  -0.267
O  -8.409  1.734  -0.915
H  -8.729  0.170  1.119
H  -6.822  -0.719  2.457
H  -4.021  1.422  -0.128
H  -5.933  2.305  -1.459
C  10.496  -0.155  -1.658
C  9.518  -0.511  -0.830
C  8.256  0.267  -0.755
O  7.365  -0.059  0.000
C  8.123  1.453  -1.637
C  9.103  1.808  -2.464
C  10.366  1.032  -2.541
O  11.259  1.353  -3.295
H  11.426  -0.706  -1.730
H  9.591  -1.373  -0.178
H  7.193  2.003  -1.565
H  9.029  2.670  -3.115
C  -10.239  -1.442  -5.471
C  -9.130  -1.905  -4.902
C  -8.395  -1.104  -3.889
O  -7.386  -1.528  -3.369
C  -8.943  0.228  -3.535
C  -10.054  0.689  -4.105
C  -10.790  -0.108  -5.116
O  -11.804  0.307  -5.637
H  -10.792  -2.006  -6.212
H  -8.713  -2.874  -5.145
H  -8.394  0.796  -2.791
H  -10.470  1.657  -3.860

Results
Spin multiplicity: 1
Frontier orbital gap in eV: 4.608
Total energy in eV: -90969.4927
Charge: -1

Results of the Mulliken charge analysis, in e, for atoms 1 through 8: number 1, N, carries -0.62; number 2, N, carries -0.16; number 3, C, carries 0.44; number 4, C, carries -0.82; number 5, C, carries -0.33; number 6, S, carries -0.15; number 7, C, carries 0.37; number 8, N, carries -0.28